66
Properties=species:S:1:pos:R:3:forces:R:3:mulliken_charge:R:1 method="wB97M-V/def2-TZVPD" lumo_energy_ha=-0.01948 multiplicity=1 orbital_gap_ev=8.917 charge=0 e_homo_ev=-9.45 smiles="O=[N+]([O-])c1ccccc1.O=[N+]([O-])c1ccccc1.O=[N+]([O-])c1ccccc1.O=[N+]([O-])c1ccccc1.ClCCl.ClCCl" molar_mass_g_mol=662.31 total_energy_ha=-3666.45929
C 6.501393 15.170859 10.344264 1.72 -1.07 -0.75 -0.437
C 7.602738 14.551705 9.638059 -1.09 1.05 1.65 -0.762
C 8.448217 15.261390 8.828019 -0.84 0.64 -0.28 -0.376
C 8.075685 16.575596 8.557100 -0.41 0.63 -0.11 0.030
C 6.943488 17.175941 9.142289 1.13 0.99 -0.58 -0.295
C 6.161902 16.457509 10.043995 0.65 1.13 -0.61 -0.420
N 8.889186 17.314594 7.518838 -0.49 -2.43 1.42 1.054
O 9.892454 16.749167 7.127003 0.32 0.20 -0.11 -0.615
O 8.435362 18.313343 7.084950 -0.53 2.15 -0.76 -0.595
H 6.102121 14.693152 11.217228 -0.50 -0.53 -0.08 0.454
H 7.897363 13.562028 9.867833 -0.05 -0.96 0.40 0.584
H 9.337892 14.815261 8.419772 0.06 0.05 -0.23 0.552
H 6.756593 18.282284 9.066548 0.24 -1.38 -0.47 0.384
H 5.402949 17.068915 10.501570 -0.34 -0.49 0.51 0.378
C 13.543953 14.121879 7.560216 1.61 -0.70 0.48 -0.439
C 12.974688 15.183459 6.967337 -1.40 3.14 -0.90 -0.584
C 12.659805 16.317927 7.748434 0.85 -0.54 1.48 -0.196
C 13.017335 16.287161 9.115955 -1.97 -0.56 -1.04 -0.220
C 13.415673 15.124440 9.770543 0.25 1.85 -2.29 -0.364
C 13.812022 14.125958 8.913136 -0.32 -1.59 2.10 -0.732
N 12.621918 17.454367 9.929505 1.75 -1.03 0.69 1.146
O 12.275420 18.432936 9.363965 -1.14 1.79 -1.15 -0.601
O 12.831389 17.404791 11.129711 -0.30 -0.44 0.47 -0.670
H 13.993541 13.340739 6.993400 -0.19 -0.70 -0.51 0.465
H 12.770924 15.294405 5.894049 0.11 -0.54 0.48 0.383
H 12.132399 17.204516 7.429785 0.27 -0.14 -0.50 0.546
H 13.463059 15.207102 10.812904 0.43 -0.51 1.31 0.884
H 14.200574 13.245808 9.429590 0.14 -0.04 -0.58 0.362
C 12.836491 7.331560 8.445096 0.38 3.13 -1.17 -0.583
C 12.959001 6.840195 9.709357 0.10 -3.06 -0.75 -0.286
C 12.924772 7.584823 10.838212 0.19 1.40 -0.16 -0.628
C 12.931834 8.952058 10.603531 -0.66 0.13 1.99 0.474
C 12.842772 9.544262 9.383633 -0.16 0.86 -1.89 -0.376
C 12.793062 8.737667 8.239477 0.11 -1.08 1.44 -0.444
N 12.831925 9.862864 11.804711 0.59 -0.33 -3.41 1.021
O 13.128654 11.012145 11.597168 0.23 1.10 0.51 -0.561
O 12.426850 9.390621 12.802174 -0.76 -0.77 2.67 -0.599
H 12.869069 6.721617 7.576684 -0.06 -0.72 -0.39 0.399
H 13.101231 5.751859 9.721644 -0.29 0.36 0.57 0.307
H 12.885772 7.149860 11.809777 0.19 -0.02 0.53 0.474
H 12.749568 10.638771 9.262479 0.25 -0.79 0.38 0.393
H 12.760230 9.204735 7.272401 -0.16 -0.12 -0.27 0.407
C 10.690967 12.442859 16.311546 0.42 1.26 -0.42 -0.571
C 10.015627 13.670158 16.223730 0.54 -1.34 0.72 -0.561
C 9.010470 13.817191 15.313111 -0.78 1.98 0.24 0.056
C 8.669059 12.774394 14.522067 -0.47 -0.71 -1.70 0.042
C 9.338053 11.539063 14.524968 -1.05 0.80 -0.58 -0.414
C 10.388063 11.438553 15.406233 0.60 -0.97 0.62 -0.327
N 7.581763 13.059109 13.504333 -0.44 -0.98 0.65 1.128
O 7.260260 12.151896 12.762293 0.47 -0.18 -0.19 -0.627
O 6.997087 14.118395 13.538617 0.45 0.37 0.16 -0.594
H 11.574185 12.327452 16.944257 -0.48 0.03 0.04 0.346
H 10.197434 14.484221 16.881494 0.51 0.46 0.45 0.449
H 8.495550 14.799454 15.237180 0.33 -1.03 -0.11 0.226
H 9.001989 10.747766 13.848960 0.35 0.32 0.26 0.466
H 11.019816 10.552249 15.457112 -0.38 -0.01 -0.24 0.344
C 9.960585 18.279817 12.849482 0.14 1.13 -0.03 0.139
Cl 9.013704 18.628874 11.371473 0.43 -0.18 0.26 -0.115
Cl 8.990494 17.397774 14.012343 -0.09 -0.11 0.24 -0.126
H 10.856261 17.726376 12.623428 0.02 -0.39 -0.36 -0.251
H 10.276616 19.249272 13.271799 -0.43 -0.51 -0.12 0.380
C 11.954623 13.900102 12.925594 -0.20 -0.49 0.46 -0.041
Cl 10.668717 14.108105 11.706556 0.22 0.02 0.24 0.049
Cl 12.154001 15.312860 13.965175 -0.02 0.29 -0.01 -0.148
H 11.668500 13.069310 13.600192 0.27 0.40 -0.70 -0.045
H 12.909670 13.745851 12.424703 -0.33 -0.24 0.03 0.279



25
Properties=species:S:1:pos:R:3:forces:R:3:mulliken_charge:R:1 method="wB97M-V/def2-TZVPD" lumo_energy_ha=-0.16742 multiplicity=1 relative_energy_kj_mol=505.8 orbital_gap_ev=7.884 charge=+1 e_homo_ev=-12.44 smiles="C=C=[N+]=C[C@@H]1CNCCN1C" molar_mass_g_mol=152.22 total_energy_ha=-477.10427
C 0.396153 -1.898236 -1.457733 -2.23 1.91 0.80 -0.496
C -1.749346 -1.602585 -0.757173 0.63 1.29 1.78 0.681
C -2.970201 -1.587403 -0.317679 -1.49 -0.69 -1.24 -0.701
C 1.188158 0.786088 1.619357 -0.95 -4.54 -0.07 -0.811
C 2.085681 -0.577964 -0.120725 -1.52 0.61 -0.08 -1.118
C -0.272716 0.138586 1.203936 -0.98 1.46 1.40 -0.638
C 0.810054 -0.518491 -1.026016 -1.46 1.06 2.34 0.063
C -1.046239 1.196573 -0.949493 1.35 2.12 2.62 -1.067
N -0.782776 -2.292997 -1.213025 0.68 -0.75 -1.12 -0.325
N 2.207825 0.671343 0.615686 0.76 -0.01 -1.57 -0.294
N -0.434614 0.080213 -0.218374 0.73 -1.83 -3.37 0.215
H 0.971580 -2.519562 -2.021478 2.09 -1.68 -1.23 0.594
H -3.478906 -0.717381 0.111665 0.35 -0.50 -0.05 0.271
H -3.584935 -2.478842 -0.708102 0.84 1.36 0.97 0.285
H 0.985040 1.752593 1.835628 -0.18 2.99 1.03 0.531
H 1.490174 0.153440 2.510581 -0.22 1.15 -0.71 0.268
H 2.068265 -1.415881 0.566990 -0.14 -0.13 0.25 0.403
H 2.803490 -0.806297 -0.870850 1.50 0.26 -0.11 0.526
H -0.475118 -0.916435 1.596153 0.53 1.61 -0.08 0.355
H -1.145596 0.900258 1.578671 2.09 -2.09 -0.55 0.305
H 1.084580 0.182289 -1.844384 -0.56 -0.66 0.26 0.527
H -0.625275 2.244529 -0.685271 -0.17 -1.70 -0.36 0.297
H -0.899848 1.013400 -1.956688 -0.05 -0.14 -2.06 0.425
H -2.073157 1.284741 -0.692241 -1.05 -0.19 0.06 0.366
H 2.392011 1.481736 -0.019399 -0.57 -0.93 1.09 0.336



21
Properties=species:S:1:pos:R:3:forces:R:3:mulliken_charge:R:1 method="wB97M-V/def2-TZVPD" lumo_energy_ha=0.00889 multiplicity=1 relative_energy_kj_mol=158.8 orbital_gap_ev=8.816 charge=0 e_homo_ev=-8.57 molar_mass_g_mol=194.28 total_energy_ha=-1256.61359
C -0.752819 1.919074 -0.126032 0.66 -1.01 0.66 -0.176
C 0.106261 0.818941 0.230086 -0.25 -1.18 -1.13 1.353
C -0.023105 -0.568528 -0.395980 -2.21 0.38 0.10 1.152
C 1.376573 1.163553 0.861244 2.22 0.60 2.51 -1.757
C 0.010999 -0.443670 -1.893186 -4.10 1.21 1.00 -1.648
C 1.001928 -1.461301 0.134986 1.54 -1.94 0.94 -1.358
O -1.057049 2.897676 -0.662601 -0.76 1.87 -1.52 -0.505
O -1.664348 -1.123926 1.773831 0.48 0.84 -0.87 -0.502
O -1.060388 1.317877 1.011399 -0.62 0.06 1.35 -0.582
S -3.247387 -0.548399 -0.452638 -0.42 -0.08 -0.94 -0.279
S -1.731509 -1.549594 0.132923 1.03 2.18 1.49 0.336
H 1.244663 2.151720 1.320725 0.34 0.11 -0.50 0.469
H 2.325193 1.135368 0.274086 -1.09 0.14 -0.06 0.304
H 1.633021 0.562216 1.783697 -0.58 0.14 -1.05 0.339
H -0.841245 0.238496 -2.249155 1.27 -0.65 0.54 0.362
H -0.275342 -1.377074 -2.283964 0.61 -1.35 -1.10 0.501
H 0.921251 -0.006134 -2.092810 2.13 0.52 -1.31 0.489
H 0.719328 -2.569804 -0.080744 0.92 1.85 0.25 0.357
H 1.008893 -1.301292 1.250208 0.33 -0.72 -1.09 0.387
H 2.022163 -1.155955 -0.305750 -1.38 -0.89 0.74 0.291
H -1.717073 -0.099238 1.769665 -0.11 -2.05 -0.01 0.465



129
Properties=species:S:1:pos:R:3:forces:R:3:mulliken_charge:R:1 method="wB97M-V/def2-TZVPD" lumo_energy_ha=-0.07213 multiplicity=1 orbital_gap_ev=7.333 charge=0 e_homo_ev=-9.30 molar_mass_g_mol=1192.73 total_energy_ha=-4855.01007
C 8.750508 -0.628276 -4.403137 -0.51 -0.64 -0.28 -0.395
C 7.196900 -0.413154 -3.822140 1.67 -1.85 -0.17 0.605
O 6.689063 0.948257 -4.065507 -2.86 -0.59 2.75 -0.548
B 5.423748 1.190764 -3.287407 1.11 1.64 -1.17 0.415
O 4.942127 2.574026 -2.990494 2.76 -2.71 -1.05 -0.293
C 4.545594 -0.127488 -2.806800 -2.36 -2.64 0.79 0.302
C 4.781018 -0.775089 -1.294122 -3.30 -2.05 -3.23 -0.276
C 3.909210 -2.115453 -0.877523 0.00 2.33 -3.67 -0.464
C 2.833367 -2.759408 -1.982424 0.67 1.72 -0.54 0.432
C 1.992479 -4.129809 -1.588442 2.75 -3.27 -1.72 -0.287
Cl 0.348516 -4.088987 -0.730371 2.54 0.11 -1.36 -0.153
C 2.638805 -5.428663 -2.010319 -0.69 3.90 0.72 0.140
C 4.121527 -5.363756 -2.765583 0.12 0.10 0.36 -0.649
Cl 1.906480 -7.109139 -1.738486 0.98 2.73 -0.34 -0.186
C 2.596780 -2.087153 -3.458893 2.68 1.51 2.23 0.325
C 3.461317 -0.754420 -3.864751 0.25 -2.06 3.14 -0.011
C 2.997956 -0.314751 -5.374565 0.76 2.50 -1.26 0.203
O 3.353867 0.704076 -6.162946 -2.38 -6.63 5.16 -0.554
N 1.951975 -1.357348 -5.719886 -1.07 0.53 1.08 -0.173
C 1.642050 -2.496982 -4.727479 -1.33 -2.11 -0.04 0.135
O 0.824723 -3.532844 -4.934513 5.17 6.95 1.26 -0.549
H 9.106885 0.257923 -5.080356 -0.69 -1.57 1.52 0.280
H 8.756708 -1.602867 -5.091468 -0.09 2.11 1.43 0.159
H 9.467322 -0.869646 -3.507546 -1.31 0.80 -1.85 -0.165
H 6.560742 -1.262050 -4.368130 1.04 2.22 1.48 -0.165
H 7.288606 -0.631981 -2.652504 -0.49 0.45 -2.57 0.062
H 5.658075 3.254697 -3.206105 -1.33 -1.34 0.20 0.276
H 5.570905 -0.239912 -0.601792 -1.89 -1.40 -1.44 0.356
H 4.079653 -2.586254 0.192892 -0.62 0.92 -2.59 0.320
H 4.022526 -4.864323 -3.844490 0.12 -1.20 2.45 0.111
H 4.877223 -4.697327 -2.126633 -1.89 -1.31 -1.38 0.237
H 4.638310 -6.425539 -2.840784 -1.50 2.11 0.09 0.406
H 1.050955 -0.889725 -6.036848 1.65 -1.02 -0.04 0.280
C -2.535880 -3.420014 -3.558128 0.13 -0.32 -0.24 -0.327
C -2.814657 -4.663784 -3.960181 0.29 0.38 -0.01 -0.400
C -4.050753 -5.348163 -3.532511 -0.21 -0.81 -0.23 0.374
O -4.305751 -6.487289 -3.898406 0.15 0.68 0.21 -0.568
C -4.967088 -4.604682 -2.645171 0.00 0.36 0.18 -0.517
C -4.688311 -3.360913 -2.243119 -0.30 -0.36 0.04 -0.376
C -3.452214 -2.676534 -2.670788 0.18 0.65 0.19 0.191
O -3.197217 -1.537407 -2.304894 -0.12 -0.62 -0.20 -0.589
H -1.633357 -2.903879 -3.861945 0.01 -0.05 0.01 0.468
H -2.153068 -5.222134 -4.611613 -0.01 0.01 0.03 0.483
H -5.869611 -5.120818 -2.341354 0.02 -0.02 -0.02 0.454
H -5.349900 -2.802562 -1.591687 0.13 -0.10 -0.19 0.862
C -5.651596 -0.432795 1.494955 0.20 0.15 0.49 -0.288
C -5.667536 -0.345999 2.828574 0.17 0.06 -0.43 -0.340
C -6.387616 -1.337126 3.652203 0.03 0.15 0.60 0.353
O -6.404401 -1.257324 4.872802 0.12 -0.14 -0.83 -0.614
C -7.087626 -2.428156 2.945491 -0.13 -0.24 -0.40 -0.415
C -7.071686 -2.514952 1.611872 -0.08 -0.12 0.43 -0.347
C -6.351606 -1.523825 0.788243 -0.06 0.06 -0.65 0.302
O -6.334821 -1.603627 -0.432356 -0.19 0.22 0.84 -0.678
H -5.128919 0.286181 0.875979 -0.02 -0.04 -0.02 0.490
H -5.158368 0.447862 3.361819 -0.03 -0.03 0.00 0.455
H -7.610303 -3.147132 3.564467 0.01 0.04 0.02 0.464
H -7.580854 -3.308813 1.078627 0.02 0.04 0.00 0.457
C 8.028671 -6.377226 -5.320498 -0.16 0.22 0.43 -0.367
C 7.394847 -5.361016 -4.727276 0.22 -0.39 0.03 -0.263
C 6.809758 -4.258373 -5.515349 -0.32 0.54 0.27 0.184
O 6.231200 -3.326846 -4.973094 0.23 -0.61 -0.28 -0.428
C 6.950723 -4.323004 -6.983598 0.15 -0.19 -0.37 -0.432
C 7.584546 -5.339213 -7.576820 -0.24 0.42 -0.02 -0.316
C 8.169636 -6.441857 -6.788747 0.47 -0.77 -0.48 0.349
O 8.748194 -7.373384 -7.331002 -0.41 0.67 0.41 -0.561
H 8.464122 -7.193539 -4.757237 0.00 0.00 -0.05 0.419
H 7.282464 -5.299515 -3.651449 0.00 0.04 -0.02 0.455
H 6.515272 -3.506691 -7.546860 -0.01 0.00 0.04 0.460
H 7.696929 -5.400715 -8.652647 0.01 -0.03 0.04 0.416
C 3.737095 5.269018 -1.369176 -0.41 -0.14 0.19 -0.215
C 2.987907 5.304993 -0.262944 0.11 -0.13 -0.42 -0.410
C 3.385902 6.114195 0.905817 -0.58 -0.03 0.75 0.373
O 2.701814 6.146136 1.919481 0.48 0.00 -0.66 -0.552
C 4.642299 6.882926 0.804210 0.41 0.14 -0.25 -0.335
C 5.391487 6.846951 -0.302022 -0.06 0.18 0.44 -0.352
C 4.993491 6.037749 -1.470783 0.37 -0.05 -0.64 0.418
O 5.677579 6.005808 -2.484447 -0.33 -0.07 0.58 -0.579
H 3.460004 4.680119 -2.235009 0.05 -0.01 0.02 0.404
H 2.063358 4.747352 -0.173149 0.03 0.03 0.02 0.417
H 4.919389 7.471825 1.670044 -0.04 -0.03 0.00 0.404
H 6.316035 7.404592 -0.391817 -0.03 -0.03 -0.03 0.408
C -7.494700 1.301639 7.661039 -0.02 -0.32 -0.15 -0.377
C -7.773476 0.057870 7.258986 0.37 0.29 0.01 -0.454
C -9.009573 -0.626509 7.686656 -0.13 -0.83 -0.29 0.319
O -9.264570 -1.765636 7.320761 0.11 0.77 0.27 -0.556
C -9.925907 0.116971 8.573995 -0.16 0.40 0.27 -0.429
C -9.647131 1.360741 8.976048 -0.29 -0.38 0.01 -0.292
C -8.411034 2.045120 8.548379 0.27 0.66 0.12 0.396
O -8.156036 3.184246 8.914273 -0.17 -0.54 -0.13 -0.507
H -6.592176 1.817775 7.357222 -0.02 0.01 0.03 0.448
H -7.111887 -0.500480 6.607554 -0.12 0.06 0.12 0.675
H -10.828431 -0.399164 8.877812 0.02 -0.01 -0.02 0.401
H -10.308719 1.919091 9.627480 0.04 0.01 -0.02 0.421
C -9.703418 8.735087 9.399438 -0.20 0.20 0.42 -0.334
C -9.922510 8.612084 10.712144 -0.05 0.27 -0.43 -0.364
C -9.464225 7.422912 11.457165 -0.10 -0.17 0.86 0.383
O -9.666080 7.308581 12.658287 0.11 0.10 -0.75 -0.554
C -8.753443 6.376301 10.696116 0.15 -0.13 -0.39 -0.323
C -8.534351 6.499304 9.383410 0.08 -0.24 0.34 -0.304
C -8.992636 7.688476 8.638389 0.18 0.03 -0.83 0.331
O -8.790781 7.802807 7.437267 -0.15 -0.04 0.75 -0.554
H -10.033535 9.600427 8.837780 0.02 -0.03 -0.02 0.404
H -10.441704 9.371332 11.284681 0.02 -0.04 0.01 0.402
H -8.423326 5.510962 11.257774 -0.02 0.02 -0.02 0.445
H -8.015157 5.740057 8.810873 -0.05 0.00 0.03 0.477
C -8.620262 2.652706 -1.731954 0.30 -0.36 0.10 -0.434
C -8.149579 1.683681 -0.940895 0.05 0.20 -0.38 -0.112
C -8.722739 1.441519 0.397783 0.21 -0.46 0.35 0.287
O -8.291233 0.556109 1.123292 -0.35 0.48 -0.35 -0.373
C -9.836599 2.310111 0.827508 -0.28 0.34 -0.05 -0.398
C -10.307282 3.279136 0.036449 -0.01 -0.26 0.44 -0.379
C -9.734122 3.521298 -1.302229 -0.34 0.72 -0.62 0.295
O -10.165628 4.406708 -2.027738 0.30 -0.63 0.53 -0.552
H -8.210767 2.844109 -2.716296 -0.03 0.02 0.02 0.426
H -7.333567 1.037680 -1.241933 -0.01 -0.04 0.03 0.459
H -10.246094 2.118708 1.811850 0.03 -0.02 -0.02 0.418
H -11.123294 3.925137 0.337487 0.03 -0.01 -0.04 0.397
C 12.568049 -1.591757 -0.261136 0.39 0.00 0.25 -0.419
C 13.882264 -1.378326 -0.144474 -0.44 -0.14 0.20 -0.371
C 14.688033 -0.915726 -1.291623 1.00 0.17 0.08 0.313
O 15.891319 -0.722037 -1.186269 -0.87 -0.14 -0.07 -0.547
C 13.985363 -0.696692 -2.571499 -0.42 -0.01 -0.27 -0.413
C 12.671147 -0.910123 -2.688160 0.41 0.13 -0.19 -0.228
C 11.865379 -1.372722 -1.541012 -0.75 -0.12 -0.07 0.527
O 10.662093 -1.566412 -1.646366 0.70 0.08 0.14 -0.530
H 11.962510 -1.931777 0.570103 -0.01 0.01 -0.04 0.413
H 14.412123 -1.533702 0.787687 0.01 0.02 -0.05 0.396
H 14.590902 -0.356672 -3.402738 0.01 -0.01 0.04 0.410
H 12.141289 -0.754746 -3.620322 -0.02 -0.01 0.04 0.398